(1)
DFT (ωB97M-V with the def2-TZVPD basis set) results for a 2-piece molecular cluster, C7H13FN overall.

Cartesian coordinates (Å):
C (2.4172, 1.7119, 0.1708)
C (2.4074, 0.5583, -0.1204)
C (-0.6868, -1.8501, -0.4043)
C (-0.7840, 0.5697, -1.4426)
C (-1.4841, 0.9486, 1.3447)
C (1.9866, -0.7097, -0.4332)
C (-0.2873, -0.5326, -0.4070)
N (-0.2726, 0.1317, 0.9427)
F (2.0577, -1.5913, 0.6100)
H (2.6189, 2.7274, 0.0931)
H (-0.6785, -2.2758, -1.3779)
H (-0.1842, -2.6241, 0.1988)
H (-1.7904, -1.9905, -0.1973)
H (-0.8376, 1.6062, -0.9033)
H (-0.0982, 0.6194, -2.2778)
H (-1.7998, 0.1244, -1.6150)
H (-1.3399, 1.3503, 2.4492)
H (-1.4099, 1.8042, 0.7906)
H (-2.4809, 0.4373, 1.3303)
H (2.1428, -1.1151, -1.4079)
H (0.5721, 0.7341, 0.9648)
H (-0.0684, -0.6343, 1.6917)

Forces on atoms 1 to 3 (eV/Å):
C 0.24 0.95 -0.24
C -0.20 -0.28 0.01
C -2.98 -4.47 0.16

Total charge: +1
Maximum force: 0.141 hartree/bohr
Energy: -11665.46838 eV
HOMO: -12.77 eV
Frontier orbital gap: 0.31959 Eh
ΔE to the lowest compared entry with this formula, charge and spin: 488.7 kJ/mol
Spin multiplicity: 1

These are the Mulliken partial charges, in e, on atoms 1 to 6:
1 C 0.02
2 C -0.25
3 C -1.42
4 C -1.16
5 C -0.92
6 C -0.26

---

(2)
DFT (ωB97M-V with the def2-TZVPD basis set) results for C5H10N2 as an isolated structure.

Cartesian coordinates (Å):
C (1.4362, -0.8708, 0.1391)
C (3.2343, 0.7626, -0.1997)
C (-1.3901, 0.3745, -0.3817)
C (-0.4617, -0.5886, 0.1959)
C (-1.5707, 1.6948, 0.1342)
N (2.2380, 0.0328, 0.0620)
N (-0.8256, -2.0074, -0.0475)
H (3.4939, 1.1492, 0.7712)
H (3.6344, 1.0829, -1.1415)
H (-1.8932, 0.1461, -1.2451)
H (-0.3576, -0.3325, 1.2736)
H (-1.4993, 2.3947, -0.6742)
H (-1.0164, 2.0320, 0.9379)
H (-2.5317, 1.6302, 0.3877)
H (-1.4274, -2.4948, 0.5562)
H (-0.0372, -2.5828, 0.1721)
H (-1.0259, -2.4230, -0.9404)

Forces on atoms 1 to 3 (eV/Å):
C -0.85 -1.00 -0.21
C -0.58 0.66 2.46
C 4.18 -1.17 2.12

Total charge: +2
Maximum force: 0.095 hartree/bohr
Energy: -8303.39647 eV
HOMO (alpha / beta): -18.20 / -18.20 eV
Frontier orbital gap (alpha / beta): 0.26433 / 0.26426 Eh
ΔE to the lowest compared entry with this formula, charge and spin: 431.5 kJ/mol
Spin multiplicity: 1

These are the Mulliken partial charges, in e, on atoms 1 to 6:
1 C -0.33
2 C -0.07
3 C 0.14
4 C -0.12
5 C -1.32
6 N 0.21

---

(3)
DFT (ωB97M-V with the def2-TZVPD basis set) results for C16H13FN2 as an isolated structure.

Cartesian coordinates (Å):
F (-2.0281, 1.1186, 4.9236)
C (-1.3153, 0.8110, 3.8046)
C (0.0500, 1.1325, 3.8336)
C (0.8177, 0.8240, 2.7086)
C (0.2075, 0.2179, 1.5523)
C (0.8999, 0.1507, 0.2518)
C (0.9618, -1.0821, -0.5705)
C (2.0283, -1.2098, -1.5146)
C (1.9144, -2.1226, -2.5690)
C (0.7316, -2.8599, -2.7668)
C (-0.2236, -2.8605, -1.7320)
C (-0.0692, -2.0905, -0.5668)
C (-1.1688, -0.1495, 1.6006)
C (-1.8673, 0.0345, 2.7989)
H (0.5015, 1.7108, 4.6213)
H (1.8618, 1.1227, 2.5856)
H (1.7132, 0.8071, 0.1664)
H (2.8577, -0.4830, -1.3946)
H (2.7371, -2.1373, -3.2820)
H (0.6740, -3.5587, -3.6141)
H (-1.1525, -3.3996, -1.8935)
H (-0.7910, -2.1859, 0.2577)
H (-1.7096, -0.4489, 0.6986)
H (-2.9026, -0.2897, 2.9056)
N (-0.9233, 3.3265, -1.5236)
C (-1.0775, 2.3342, -2.4743)
C (-0.5020, 1.1568, -1.9926)
N (0.0730, 1.4446, -0.7854)
C (-0.2449, 2.7412, -0.5116)
H (-1.5751, 2.4907, -3.4258)
H (-0.5006, 0.2183, -2.4914)
H (0.0221, 3.2358, 0.3994)

Forces on atoms 1 to 3 (eV/Å):
F 0.05 -0.20 -0.79
C 1.24 -0.78 1.05
C -0.09 0.04 -1.28

Maximum force: 0.060 hartree/bohr
Energy: -22498.41268 eV
HOMO: -8.10 eV
Frontier orbital gap: 0.28605 Eh
Spin multiplicity: 1

These are the Mulliken partial charges, in e, on atoms 1 to 6:
1 F -0.30
2 C 0.32
3 C -0.50
4 C -0.28
5 C 0.34
6 C -0.71

---

(4)
DFT (ωB97M-V with the def2-TZVPD basis set) results for C17H24Cl2HfO2 as an isolated structure.

Cartesian coordinates (Å):
C (-1.3582, 2.1466, -0.7896)
C (-1.8335, 1.1318, -1.7120)
C (-0.7430, 0.7234, -2.5318)
C (-3.2704, 0.8314, -1.9823)
C (0.4096, 1.5781, -2.1484)
C (0.0000, 2.4248, -1.1173)
C (0.8214, 3.5277, -0.5232)
C (-2.1932, 2.9825, 0.1063)
C (-0.7931, -0.0584, -3.7949)
C (1.7093, 1.6053, -2.8463)
Hf (-1.0576, -1.1020, -1.0191)
Cl (-1.8922, -3.0028, -1.9367)
Cl (-2.1097, -0.5765, 1.1025)
O (0.8718, -1.0164, -0.6071)
H (-3.9522, 1.1645, -1.1757)
H (-3.4130, -0.2711, -2.1293)
H (-3.6790, 1.3283, -2.8885)
H (-1.4831, -0.9082, -3.6855)
H (0.1907, -0.4995, -4.0379)
H (-1.1002, 0.5444, -4.6698)
H (2.0016, 0.5862, -3.1270)
H (2.5029, 2.0492, -2.2293)
H (1.6530, 2.2093, -3.7656)
H (1.8840, 3.3149, -0.6706)
H (0.6484, 3.5479, 0.5577)
H (0.6245, 4.5230, -0.9658)
H (-3.0346, 2.3796, 0.4457)
H (-2.6265, 3.8935, -0.3362)
H (-1.5772, 3.3219, 0.9465)
H (1.5219, -0.6015, 0.0122)
O (1.3002, 1.4904, 2.2813)
H (0.4393, 1.0563, 2.2851)
C (0.1678, -3.4192, 1.1613)
C (0.8963, -3.0835, 2.2851)
C (0.2639, -2.6139, 3.5069)
C (1.0055, -2.3024, 4.6386)
C (2.3936, -2.4344, 4.6368)
C (3.0593, -2.8794, 3.4991)
C (2.3592, -3.1916, 2.3366)
H (0.6941, -3.6810, 0.2694)
H (-0.8664, -3.6409, 1.2690)
H (-0.8401, -2.4789, 3.4506)
H (0.4616, -1.9331, 5.5089)
H (2.9523, -2.1561, 5.5040)
H (4.1415, -2.9792, 3.4807)
H (2.8495, -3.5311, 1.4056)

Forces on atoms 1 to 3 (eV/Å):
C 0.24 -0.46 -2.35
C -0.07 1.55 1.25
C 2.16 1.35 0.33

Total charge: -2
Maximum force: 0.134 hartree/bohr
Energy: -48465.78584 eV
HOMO: 0.92 eV
Frontier orbital gap: 0.13154 Eh
ΔE to the lowest compared entry with this formula, charge and spin: 323.3 kJ/mol
Spin multiplicity: 1

These are the Mulliken partial charges, in e, on atoms 1 to 6:
1 C 0.30
2 C 0.65
3 C 0.85
4 C -1.30
5 C 0.11
6 C 1.13

---

(5)
DFT (ωB97M-V with the def2-TZVPD basis set) results for one molecule with the formula C13H15N3O2S3.

Cartesian coordinates (Å):
C (1.1044, -0.5459, -5.9239)
C (0.0260, -1.4454, -5.4302)
C (-0.6099, -2.4148, -6.1398)
S (-1.7955, -3.2153, -5.1764)
C (-1.3336, -2.1557, -3.8520)
S (-2.1842, -2.3737, -2.3451)
C (-1.5917, -1.1582, -1.2113)
C (-0.5894, -0.2269, -1.4686)
C (-0.2623, 0.6450, -0.4445)
C (-0.9339, 0.5508, 0.7633)
S (-0.5490, 1.6489, 2.1222)
O (0.5630, 2.4710, 1.7293)
O (-1.7518, 2.2957, 2.5522)
N (-0.1330, 0.5026, 3.2860)
C (-0.2782, 0.9770, 4.6511)
C (1.0341, 1.7073, 4.9692)
C (2.0712, 1.0426, 4.0466)
C (1.2501, 0.0820, 3.1657)
C (-1.9175, -0.4130, 0.9126)
N (-2.2351, -1.2489, -0.0536)
N (-0.3998, -1.3211, -4.1426)
H (2.0019, -0.6790, -5.3225)
H (0.7904, 0.4924, -5.8328)
H (1.3317, -0.7637, -6.9631)
H (-0.4552, -2.7035, -7.1589)
H (-0.1026, -0.1990, -2.4295)
H (0.5017, 1.3985, -0.5636)
H (-1.1577, 1.6152, 4.7065)
H (-0.4168, 0.1048, 5.2963)
H (1.2972, 1.6186, 6.0216)
H (0.9322, 2.7629, 4.7213)
H (2.8315, 0.5017, 4.6079)
H (2.5594, 1.7891, 3.4237)
H (1.5433, 0.1142, 2.1173)
H (1.3212, -0.9484, 3.5254)
H (-2.4619, -0.5078, 1.8403)

Forces on atoms 1 to 3 (eV/Å):
C -0.06 -0.05 0.01
C -0.12 -0.45 -0.74
C -0.04 0.06 0.26

Maximum force: 0.023 hartree/bohr
Energy: -54794.81060 eV
HOMO: -8.38 eV
Frontier orbital gap: 0.32013 Eh
Structure (SMILES): Cc1csc(Sc2ccc(S(=O)(=O)N3CCCC3)cn2)n1
ΔE to the lowest compared entry with this formula, charge and spin: 0.0 kJ/mol
Spin multiplicity: 1

These are the Mulliken partial charges, in e, on atoms 1 to 6:
1 C -1.09
2 C 0.04
3 C -0.29
4 S -0.16
5 C 0.52
6 S -0.26

---

(6)
DFT (ωB97M-V with the def2-TZVPD basis set) results for a 2-piece molecular cluster, C2H3N3O overall.

Cartesian coordinates (Å):
C (0.9734, 0.4603, -0.4366)
N (2.0347, -0.1158, -0.8248)
N (1.3250, -0.6821, 0.4600)
H (0.3364, 1.3010, -0.5449)
H (1.9698, -0.6240, 1.2379)
N (-1.4248, -0.6962, 0.3233)
C (-2.0364, 0.2248, -0.0631)
O (-2.7384, 1.0642, -0.4584)
H (-0.4396, -0.9323, 0.3067)

Forces on atoms 1 to 3 (eV/Å):
C 4.70 -2.24 1.17
N -2.62 1.14 0.29
N -1.02 -0.23 -1.76

Maximum force: 0.104 hartree/bohr
Energy: -8636.57125 eV
HOMO: -10.34 eV
Frontier orbital gap: 0.39037 Eh
Structure (SMILES): C1=NN1.N=C=O
ΔE to the lowest compared entry with this formula, charge and spin: 378.5 kJ/mol
Spin multiplicity: 1

These are the Mulliken partial charges, in e, on atoms 1 to 6:
1 C 0.14
2 N -0.34
3 N -0.40
4 H 0.32
5 H 0.20
6 N -0.45

---

(7)
DFT (ωB97M-V with the def2-TZVPD basis set) results for C39H59ClMnN2O3Sb as an isolated structure.

Cartesian coordinates (Å):
Mn (0.4629, -0.4911, 0.2291)
C (3.6830, -6.4681, 1.1728)
C (4.0407, -5.6330, -0.0704)
C (3.6613, -6.4103, -1.3419)
C (5.5471, -5.3697, -0.0809)
C (3.2390, -4.3385, -0.0132)
C (3.8240, -3.0870, 0.1626)
C (3.0297, -1.9612, 0.1999)
N (1.6963, -2.0075, 0.0761)
C (1.1080, -3.2142, -0.0665)
C (1.8436, -4.3712, -0.1155)
C (-0.3778, -3.1578, -0.1728)
C (-1.1915, -4.2612, -0.1159)
C (-2.5830, -4.1249, -0.1912)
C (-3.0766, -2.8321, -0.3323)
C (-2.2040, -1.7629, -0.3792)
N (-0.8809, -1.9123, -0.3023)
C (-3.4799, -5.3563, -0.1407)
C (-3.2261, -6.1789, -1.4176)
C (-4.9598, -4.9764, -0.0787)
C (-3.1275, -6.1986, 1.0952)
H (4.2600, -7.3959, 1.1649)
H (2.6227, -6.7341, 1.1930)
H (3.9201, -5.9295, 2.0933)
H (4.2310, -7.3401, -1.3771)
H (3.8958, -5.8364, -2.2421)
H (2.6016, -6.6752, -1.3695)
H (6.0730, -6.3174, -0.2082)
H (5.8939, -4.9293, 0.8590)
H (5.8426, -4.7169, -0.9077)
H (4.8937, -2.9769, 0.2691)
H (3.4648, -0.9796, 0.3348)
H (1.3336, -5.3172, -0.2383)
H (-0.7513, -5.2421, 0.0037)
H (-4.1385, -2.6377, -0.3878)
H (-2.5674, -0.7480, -0.4737)
H (-3.4411, -5.5938, -2.3149)
H (-3.8765, -7.0561, -1.4206)
H (-2.1916, -6.5285, -1.4750)
H (-5.2870, -4.4465, -0.9778)
H (-5.1855, -4.3596, 0.7960)
H (-5.5581, -5.8855, -0.0042)
H (-2.0979, -6.5635, 1.0735)
H (-3.7809, -7.0724, 1.1320)
H (-3.2721, -5.6300, 2.0174)
C (-4.1697, 2.4581, 4.6571)
C (-4.5259, 1.8808, 3.3097)
C (-5.7791, 1.3101, 3.0945)
C (-6.1230, 0.7842, 1.8616)
Cl (-7.6885, 0.0818, 1.6369)
C (-5.2347, 0.8205, 0.7992)
C (-3.9821, 1.3761, 1.0017)
C (-3.6395, 1.8914, 2.2405)
O (-2.3750, 2.4551, 2.3920)
C (-1.4337, 1.5841, 2.9741)
C (-0.7316, 0.7125, 1.9622)
O (0.0158, -0.2203, 2.3338)
O (-0.8386, 0.9582, 0.6945)
H (-5.0146, 3.0104, 5.0703)
H (-3.3198, 3.1363, 4.5911)
H (-3.9227, 1.6680, 5.3703)
H (-6.5022, 1.2865, 3.9021)
H (-5.5279, 0.4265, -0.1670)
H (-3.2517, 1.4159, 0.2047)
H (-1.8753, 0.9355, 3.7316)
H (-0.6644, 2.1850, 3.4637)
C (0.0210, 6.6083, -0.4811)
C (-0.5553, 5.6138, 0.5143)
C (-2.0536, 5.8039, 0.7311)
C (0.1955, 5.5618, 1.8353)
Sb (-0.3983, 3.5087, -0.2940)
C (-1.2051, 3.2446, -2.3177)
C (-2.6660, 3.6924, -2.2607)
C (-1.1153, 1.7717, -2.7198)
C (-0.3966, 4.1368, -3.2570)
C (1.7087, 2.8696, -0.3136)
C (1.9757, 1.7325, -1.2924)
C (2.0682, 2.4300, 1.1093)
C (2.5762, 4.0645, -0.7228)
H (-0.0758, 7.6070, -0.0336)
H (-0.5328, 6.6310, -1.4184)
H (1.0779, 6.4547, -0.6919)
H (-2.2022, 6.7465, 1.2719)
H (-2.4947, 5.0081, 1.3341)
H (-2.6009, 5.8837, -0.2078)
H (0.0709, 6.5323, 2.3319)
H (1.2656, 5.4014, 1.7139)
H (-0.2080, 4.8025, 2.5079)
H (-3.2838, 3.0184, -1.6676)
H (-3.0671, 3.6986, -3.2819)
H (-2.7856, 4.7003, -1.8626)
H (-1.3489, 1.0940, -1.9001)
H (-0.1398, 1.5090, -3.1287)
H (-1.8552, 1.5854, -3.5071)
H (-0.5237, 5.1960, -3.0372)
H (-0.7574, 3.9761, -4.2808)
H (0.6709, 3.9038, -3.2512)
H (1.3738, 0.8382, -1.1196)
H (3.0234, 1.4225, -1.2014)
H (1.8076, 2.0125, -2.3319)
H (1.6291, 1.4691, 1.3811)
H (1.7593, 3.1459, 1.8725)
H (3.1563, 2.3200, 1.1913)
H (2.3166, 4.4579, -1.7084)
H (3.6236, 3.7402, -0.7665)
H (2.5256, 4.8787, -0.0020)

Forces on atoms 1 to 3 (eV/Å):
Mn -0.44 -0.24 0.23
C -0.01 -0.02 0.00
C -0.06 0.03 0.02

Total charge: +2
Maximum force: 0.015 hartree/bohr
Energy: -100890.88576 eV
HOMO (alpha / beta): -13.06 / -13.07 eV
Frontier orbital gap (alpha / beta): 0.28469 / 0.23017 Eh
ΔE to the lowest compared entry with this formula, charge and spin: 26.4 kJ/mol
Spin multiplicity: 5

These are the Mulliken partial charges, in e, on atoms 1 to 6:
1 Mn -0.14
2 C -1.51
3 C 1.84
4 C -1.57
5 C -2.09
6 C 0.49